The following is a quantum chemistry calculation of a molecular structure, C20H40LiO15, from the Open Molecules 2025 dataset.

Computed properties:
HOMO energy: -13.48 eV
ΔE to the lowest compared entry with this formula, charge and spin: 1.514 eV
orbital gap: 0.429 hartree
calculated total energy: -1922.104504 Ha
charge: +1
LUMO energy: -1.82 eV

CARTESIAN COORDINATES (ANGSTROEM)
Li (-0.33453, 0.58003, -0.95665)
C (-3.98423, 2.07305, 2.95030)
C (-3.03454, 1.36996, 1.98043)
O (-3.89099, 0.72862, 0.96906)
C (-3.37403, 0.65557, -0.25492)
O (-2.27329, 1.05741, -0.58063)
O (-4.32863, 0.16983, -1.02252)
C (-4.18749, 0.21140, -2.42020)
H (-4.66315, 2.78731, 2.48650)
H (-3.40926, 2.53628, 3.75273)
H (-4.64349, 1.38212, 3.47759)
H (-2.42254, 0.52902, 2.30502)
H (-2.42726, 2.12596, 1.48364)
H (-5.03426, -0.25552, -2.92007)
H (-3.32641, -0.28590, -2.86908)
H (-4.09924, 1.27395, -2.64941)
C (4.35172, 2.79797, -2.77616)
C (2.85199, 2.63580, -2.74797)
O (2.34968, 3.72819, -2.04035)
C (1.20289, 3.69782, -1.34470)
O (0.50768, 2.71229, -1.13220)
O (1.02513, 4.90824, -0.77136)
C (-0.22410, 5.10938, -0.11080)
H (4.83513, 2.27068, -1.95482)
H (4.69651, 3.83085, -2.72408)
H (4.70566, 2.51962, -3.76946)
H (2.50343, 1.69792, -2.31387)
H (2.36691, 2.65673, -3.72546)
H (-0.13450, 6.10978, 0.31471)
H (-0.37962, 4.52459, 0.79564)
H (-1.07315, 5.15476, -0.79097)
C (-0.12843, -2.02860, 4.73945)
C (0.73339, -0.93370, 4.06819)
O (0.27478, -0.63725, 2.72166)
C (0.80519, 0.34770, 1.98962)
O (0.45904, 0.65254, 0.87496)
O (1.81482, 0.94325, 2.63659)
C (2.28633, 2.13643, 2.05557)
H (0.30249, -2.61510, 5.55004)
H (-0.46783, -2.71809, 3.96613)
H (-1.01242, -1.59304, 5.20640)
H (1.76255, -1.26050, 3.92504)
H (0.62586, -0.05603, 4.70409)
H (1.50221, 2.89089, 2.10700)
H (2.59261, 2.04578, 1.01203)
H (3.23518, 2.41479, 2.51204)
C (2.02492, -3.00956, 0.59829)
C (3.04916, -1.93960, 0.16539)
O (3.13987, -1.90574, -1.24287)
C (2.37814, -1.20152, -1.98974)
O (1.42487, -0.59259, -1.60439)
O (2.81018, -1.32085, -3.30008)
C (2.29893, -0.58896, -4.36339)
H (1.86195, -3.06694, 1.67415)
H (2.36243, -3.98488, 0.24534)
H (1.05717, -2.85668, 0.11985)
H (4.04725, -2.16525, 0.53465)
H (2.60801, -1.01071, 0.52829)
H (1.29210, -0.88436, -4.66008)
H (3.07467, -0.51176, -5.12260)
H (2.12645, 0.43731, -4.03670)
C (-2.14624, -4.36635, 2.03143)
C (-1.94486, -3.06990, 1.22464)
O (-2.07050, -3.36492, -0.17278)
C (-1.56869, -2.50795, -1.13161)
O (-1.26313, -1.36083, -0.89270)
O (-1.46089, -3.18609, -2.29623)
C (-0.96826, -2.50235, -3.39481)
H (-3.18850, -4.62391, 1.84289)
H (-2.06443, -4.12533, 3.09136)
H (-1.47248, -5.19551, 1.82199)
H (-0.98912, -2.58235, 1.41851)
H (-2.74413, -2.35770, 1.43353)
H (0.10347, -2.45883, -3.59402)
H (-1.34751, -1.48044, -3.42159)
H (-1.36863, -3.09826, -4.21550)

Cartesian forces (eV/Å) of the 6 atoms listed first:
Li 0.07 -0.07 0.37
C 0.18 -0.97 0.77
C -1.13 0.17 -0.77
O 0.64 0.37 -0.10
C -0.32 0.69 0.60
O -0.36 -0.10 -0.37